[1]
{
  "formula": "C3H8O2Rh",
  "method": "the ωB97M-V functional and the def2-TZVPD basis",
  "elements": ["H", "H", "H", "C", "O", "O", "Rh", "H", "H", "H", "C", "H", "C", "H"],
  "xyz": [[-0.617, -2.844, 0.300], [-0.117, -1.208, -2.142], [-1.248, 0.844, 1.765], [-0.267, 1.279, 1.508], [0.200, -2.716, 0.827], [0.402, 0.494, 0.556], [1.377, -1.355, 0.252], [1.215, -0.056, -2.364], [-1.238, 0.338, -0.692], [-0.425, 2.301, 1.126], [-0.156, 0.536, -0.792], [-0.034, 1.579, -1.140], [0.550, -0.510, -1.613], [0.355, 1.317, 2.411]],
  "atomic_forces_ev_per_a": [[0.4, -0.1, 0.3], [0.1, 0.1, 0.4], [0.3, 0.1, -0.1], [-0.4, 0.3, 0.7], [-1.3, -0.5, -0.2], [-0.3, 0.5, -0.6], [2.4, -0.8, 0.1], [0.1, -0.4, 0.5], [0.3, 0.1, 0.0], [0.1, -0.3, 0.1], [-1.0, 0.7, -0.3], [0.0, -0.4, 0.0], [-0.5, 0.6, -0.6], [-0.2, 0.0, -0.3]],
  "e_homo_ev": [-5.16, -10.42],
  "spin_multiplicity": 6,
  "largest_force_ev_per_a": 2.529,
  "gap_ev": [5.81, 8.60]
}



[2]
{
  "formula": "C3H8O2S",
  "method": "the ωB97M-V functional and the def2-TZVPD basis",
  "elements": ["H", "S", "O", "O", "H", "C", "H", "H", "H", "H", "H", "C", "H", "C"],
  "xyz": [[-1.775, 0.298, -1.698], [-2.380, -2.054, -1.917], [1.539, 0.098, 0.828], [1.886, 1.703, 2.778], [0.564, 1.204, -0.619], [-1.185, -0.620, -1.667], [1.033, 1.445, 3.163], [-0.353, 0.838, 0.882], [0.519, -1.573, -0.593], [1.674, 0.820, 1.595], [-0.747, -0.505, -2.672], [-0.249, -0.840, -0.514], [-0.873, -1.248, 0.292], [0.346, 0.433, 0.141]],
  "atomic_forces_ev_per_a": [[-0.1, 0.1, 1.1], [0.2, 0.4, 0.0], [-0.3, 0.4, 0.0], [-0.5, -0.1, 0.0], [-0.2, 0.1, 0.0], [-0.8, -0.9, -2.0], [0.3, 0.2, 0.1], [-0.3, 0.2, -0.3], [0.7, -0.5, -0.9], [0.4, -0.4, -0.1], [0.8, -0.3, 0.4], [-1.1, 1.5, 1.9], [-0.1, -0.2, -0.1], [1.0, -0.6, -0.1]],
  "e_homo_ev": 0.22,
  "spin_multiplicity": 1,
  "largest_force_ev_per_a": 2.629,
  "gap_ev": 5.82,
  "charge": -2
}